w) ORCA calculation (ωB97M-V with the def2-TZVPD basis set) on a 2-piece molecular cluster, H4O3SSi overall.

Last column: Mulliken charge in e.
Geometry (Å):
O -0.924 1.632 1.789  -0.43
O 0.252 1.311 -0.309  -0.50
O 1.365 -0.912 -1.037  -0.63
Si 0.079 0.554 1.125  0.68
S 0.540 -0.985 2.320  -0.47
H -1.320 1.423 2.626  0.33
H 0.433 1.191 -1.206  0.37
H 2.123 -1.104 -0.416  0.32
H 1.154 -1.869 -1.141  0.33

## Properties
**HOMO energy**: -9.15 eV
**Charge**: 0
**LUMO**: -0.037 eV
**SMILES**: O[Si](O)=S.O
**Gap between HOMO and LUMO**: 0.335 Eh

=====

x) ORCA calculation (ωB97M-V with the def2-TZVPD basis set) on a 2-piece molecular cluster, H4O3SSi overall.

Last column: Mulliken charge in e.
Geometry (Å):
O 0.605 1.540 -0.720  -0.38
O -1.592 0.882 0.588  -0.38
O 1.156 -1.507 1.282  -0.81
Si -0.405 0.354 -0.328  0.71
S -0.968 -1.079 -1.761  -0.26
H 1.438 1.386 -1.167  0.34
H -1.480 1.471 1.333  0.34
H 1.650 -0.953 1.880  0.21
H -0.404 -2.094 -1.107  0.23

## Properties
**HOMO energy**: -8.62 eV
**Charge**: 0
**LUMO**: -0.508 eV
**Gap between HOMO and LUMO**: 0.298 Eh

=====

Most stable to least stable: w), x)

=====

w) ORCA calculation (ωB97M-V with the def2-TZVPD basis set) on C5H7BrS as an isolated structure.

Last column: Mulliken charge in e.
Geometry (Å):
C 0.605 0.105 1.309  -0.68
C -0.273 0.856 -1.028  -0.52
C 0.951 0.628 -0.112  -0.13
C 0.412 -1.251 0.817  -0.28
C -1.219 -0.322 -0.785  -0.53
S 1.674 -1.057 -0.408  -0.19
Br -2.827 -0.084 0.151  -0.13
H 1.463 0.090 1.845  0.32
H -0.269 0.557 1.751  0.25
H -0.619 1.754 -0.687  0.43
H -0.166 0.714 -2.130  0.26
H 1.775 1.435 -0.402  0.38
H -0.215 -2.135 1.064  0.44
H -1.291 -1.290 -1.383  0.37

## Properties
**HOMO energy (alpha / beta)**: -7.24 / -7.52 eV
**Charge**: 0
**LUMO (alpha / beta)**: 0.470 / 0.497 eV
**Gap between HOMO and LUMO (alpha / beta)**: 0.283 / 0.295 Eh

=====

x) ORCA calculation (ωB97M-V with the def2-TZVPD basis set) on a 2-piece molecular cluster, C5H7BrS overall.

Last column: Mulliken charge in e.
Geometry (Å):
C 1.581 -0.123 -2.271  0.17
C -0.520 -1.815 0.147  -0.37
C 1.550 0.910 -2.850  -0.52
C -1.268 -0.405 2.033  -1.15
C -0.369 -0.488 0.845  0.03
S 0.656 -2.764 -0.427  -0.26
Br 1.549 2.631 -3.574  -0.05
H 1.654 -1.101 -1.921  0.38
H -1.510 -2.220 0.031  0.35
H -0.889 0.133 2.906  0.31
H -1.368 -1.452 2.327  0.33
H -2.186 0.029 1.731  0.32
H 0.859 -0.282 0.980  0.23
H -0.692 0.161 0.067  0.25

## Properties
**HOMO energy**: -8.86 eV
**Charge**: 0
**LUMO**: -0.234 eV
**SMILES**: C#CBr.CCC=S
**Gap between HOMO and LUMO**: 0.317 Eh

=====

Most stable to least stable: x), w)